Entry from the OMol25 dataset: a 4-piece molecular cluster, C3H17N2O3 overall at a distorted geometry (ωB97M-V/def2-TZVPD).

XYZ file:
```
25
Properties=species:S:1:pos:R:3
N 0.18645 -0.45684 -0.79325
C 0.91240 -0.01648 0.43222
C 1.92088 -1.05214 0.83178
C -0.18127 0.17123 1.51165
N -1.05734 -1.00487 1.57301
H -0.50906 0.20896 -1.12782
H -0.21047 -1.39917 -0.61677
H 0.81743 -0.60484 -1.59496
H 1.24441 1.00248 0.27276
H 1.48444 -2.05358 0.85948
H 2.35162 -0.87026 1.81604
H 2.79125 -1.04763 0.17595
H 0.32591 0.30563 2.46500
H -0.72524 1.07098 1.22876
H -0.72031 -1.62515 2.29144
H -1.99976 -0.72833 1.79329
H -0.31638 2.16707 -3.11377
H 1.14466 2.58761 -3.08736
O 0.40505 2.37211 -2.50693
H -1.52641 3.46569 0.90143
H -0.48375 3.59631 -0.30236
O -1.30650 3.20801 0.00067
H -1.40372 -3.38406 -1.73644
H -1.68920 -3.19790 -0.23529
O -1.45509 -2.71483 -1.03855
```

Values from the calculation:
Multiplicity: 1
Energy above the lowest of the compared OMol25 structures with the same formula, charge and spin, kcal/mol: 19.0
Total charge: +1